No. 1
{"formula": "C22H33Cl2N4O3Rh", "method": "ωB97M-V/def2-TZVPD", "s_squared": 6.016, "e_above_lowest_kj_mol": 33.9, "multiplicity": 5, "charge": 0, "e_homo_ev": [-4.73, -7.01], "symbols": ["O", "C", "C", "C", "H", "C", "H", "C", "H", "C", "H", "C", "H", "H", "C", "C", "H", "H", "H", "C", "C", "H", "H", "H", "H", "Rh", "Cl", "Cl", "H", "H", "C", "C", "N", "H", "C", "O", "H", "H", "H", "H", "H", "H", "C", "C", "N", "H", "C", "O", "H", "H", "H", "H", "N", "C", "C", "C", "N", "C", "C", "H", "H", "H", "H", "H", "H"], "xyz": [[0.200, 0.098, -1.154], [-0.754, 0.351, -2.146], [-0.468, 1.644, -2.873], [0.395, 2.594, -2.338], [0.889, 2.366, -1.405], [0.627, 3.796, -2.991], [1.293, 4.530, -2.552], [0.007, 4.062, -4.205], [0.185, 4.999, -4.717], [-0.839, 3.110, -4.760], [-1.321, 3.303, -5.710], [-1.074, 1.915, -4.096], [-1.738, 1.177, -4.529], [-0.738, -0.449, -2.895], [-2.564, -1.081, -1.162], [-2.125, 0.311, -1.483], [-3.644, -1.195, -1.115], [-2.136, -1.404, -0.214], [-2.190, -1.776, -1.917], [-2.805, 1.425, -1.202], [-4.125, 1.542, -0.519], [-2.373, 2.369, -1.515], [-4.889, 2.007, -1.137], [-4.039, 2.132, 0.396], [-4.498, 0.561, -0.212], [0.009, 0.041, 0.710], [0.600, 2.249, 1.118], [-2.261, 0.490, 0.834], [4.631, 1.396, -2.057], [4.966, 1.733, 0.627], [3.586, 1.401, -1.753], [3.887, 1.591, 0.687], [3.440, 0.799, -0.446], [3.005, 0.850, -2.487], [2.728, -0.307, -0.278], [2.038, -0.580, 0.719], [3.618, 1.091, 1.608], [2.812, -1.016, -1.112], [3.230, 2.431, -1.723], [3.390, 2.557, 0.663], [-0.586, -5.304, 1.320], [1.308, -5.698, -0.614], [-1.022, -4.727, 0.504], [0.785, -4.925, -1.176], [0.016, -4.090, -0.278], [-1.685, -3.973, 0.916], [0.193, -2.769, -0.231], [-0.378, -2.028, 0.586], [1.506, -4.308, -1.698], [0.868, -2.363, -0.983], [-1.615, -5.391, -0.123], [0.127, -5.407, -1.900], [-0.022, -0.296, 6.933], [-0.034, -0.209, 5.519], [0.637, -1.159, 4.745], [0.618, -1.051, 3.352], [-0.043, -0.028, 2.736], [-0.710, 0.905, 3.487], [-0.715, 0.831, 4.882], [0.482, -1.058, 7.409], [-0.514, 0.405, 7.507], [1.172, -1.975, 5.214], [1.140, -1.791, 2.762], [-1.242, 1.719, 3.019], [-1.244, 1.579, 5.458]], "forces_ev_per_angstrom": [[0.6, -0.3, -4.1], [0.0, 0.6, 0.4], [0.1, 0.3, -0.2], [0.1, -0.2, 0.1], [-0.1, 0.1, 0.1], [-0.1, 0.0, -0.2], [0.0, 0.0, 0.0], [0.0, 0.0, 0.1], [0.0, 0.0, 0.0], [0.0, 0.0, 0.0], [0.0, 0.0, 0.0], [0.0, 0.0, 0.0], [-0.1, 0.0, -0.1], [0.0, -0.2, -0.1], [-0.2, -1.1, -0.8], [0.4, -1.3, -1.9], [-0.1, 0.1, 0.1], [-0.3, -0.3, -0.7], [-0.1, 0.0, -0.3], [-1.1, 1.4, -0.5], [-1.2, -0.1, -0.2], [0.2, 0.0, 0.1], [0.0, 0.2, -0.4], [0.0, 0.1, -0.3], [-0.1, 0.2, -0.1], [-0.7, 1.1, 0.9], [0.7, 2.6, 0.2], [0.0, 1.0, 3.9], [0.2, 0.1, -0.1], [0.1, -0.1, 0.0], [0.5, -0.4, -0.1], [-0.4, 0.3, -0.2], [0.4, 0.6, 0.3], [-0.1, 0.0, 0.0], [-0.7, -0.6, 0.4], [2.7, -0.8, -0.3], [0.0, -0.1, 0.1], [-0.4, 0.2, -0.2], [-0.1, 0.0, 0.0], [0.0, 0.1, 0.2], [0.0, -0.1, 0.0], [0.1, 0.0, 0.0], [0.0, 0.0, 0.3], [-0.2, 0.0, 0.0], [-0.2, 0.0, -0.2], [0.1, 0.1, 0.1], [-0.5, 0.5, 0.9], [0.1, -3.1, -0.5], [0.1, 0.0, -0.1], [0.2, 0.1, -0.1], [0.1, -0.1, -0.1], [0.0, 0.0, -0.1], [0.0, 0.0, -0.6], [0.1, -0.1, 1.8], [0.0, 0.0, -0.6], [-1.1, 1.6, 1.4], [0.1, -0.8, 3.6], [1.0, -1.6, 1.2], [0.1, -0.1, -0.8], [-0.6, 0.9, -0.6], [0.6, -0.9, -0.7], [0.0, 0.0, 0.0], [-0.1, 0.2, -0.4], [0.2, -0.2, -0.5], [0.0, 0.0, 0.0]], "mulliken_spin": [0.28, -0.03, 0.06, -0.02, 0.03, -0.01, 0.00, 0.00, 0.00, 0.00, 0.00, -0.02, 0.00, 0.01, 0.07, 0.13, 0.00, 0.00, 0.00, 0.08, 0.03, 0.02, 0.00, 0.01, 0.00, 2.21, 0.19, 0.63, 0.00, 0.00, 0.00, 0.00, 0.03, 0.00, 0.10, -0.01, 0.00, 0.01, 0.00, 0.00, 0.00, 0.00, 0.00, 0.00, 0.00, 0.00, 0.02, 0.09, 0.00, 0.01, 0.00, 0.00, 0.00, 0.00, 0.00, 0.01, 0.09, -0.03, 0.01, 0.00, 0.00, 0.00, 0.00, 0.00, 0.00]}

***

No. 2
{"formula": "C22H33F2N2O11ReSSi", "method": "ωB97M-V/def2-TZVPD", "s_squared": 3.820, "e_above_lowest_kj_mol": 244.2, "multiplicity": 4, "charge": -1, "e_homo_ev": [-2.29, -5.35], "symbols": ["Re", "O", "C", "O", "C", "C", "C", "C", "C", "C", "O", "N", "O", "O", "N", "O", "O", "H", "H", "C", "C", "C", "C", "O", "Si", "S", "O", "C", "C", "C", "C", "O", "C", "C", "C", "C", "H", "H", "H", "H", "H", "H", "H", "H", "H", "H", "H", "H", "H", "H", "H", "H", "H", "H", "H", "H", "H", "H", "H", "H", "H", "H", "H", "C", "C", "O", "H", "H", "H", "F", "C", "F", "H"], "xyz": [[-0.936, -1.470, -0.046], [4.260, -1.658, -0.975], [3.196, -2.044, -0.542], [2.337, -1.103, 0.108], [2.701, -3.389, -0.526], [3.639, -4.449, -0.687], [3.219, -5.742, -0.519], [1.926, -6.081, -0.137], [0.985, -5.025, 0.015], [1.328, -3.696, -0.325], [0.428, -2.775, -0.595], [-0.275, -5.343, 0.547], [-0.873, -4.479, 1.231], [-0.667, -6.519, 0.477], [4.198, -6.817, -0.705], [5.342, -6.520, -1.008], [3.850, -7.958, -0.454], [4.663, -4.222, -0.939], [1.630, -7.099, 0.043], [1.902, 2.578, -0.139], [1.648, 1.186, 0.431], [2.607, 0.242, -0.264], [1.837, 1.178, 1.941], [0.301, 0.739, 0.114], [-1.083, 1.681, 0.116], [-2.610, 0.276, 0.273], [-1.133, 2.626, -1.217], [-1.407, 2.345, -2.601], [-0.695, 3.439, -3.386], [-2.913, 2.418, -2.820], [-0.874, 0.974, -3.004], [-0.940, 2.709, 1.376], [-1.707, 3.873, 1.717], [-3.163, 3.707, 1.296], [-1.079, 5.078, 1.024], [-1.603, 4.005, 3.230], [2.950, 2.842, 0.018], [1.278, 3.323, 0.352], [1.695, 2.601, -1.209], [3.630, 0.510, -0.001], [2.502, 0.342, -1.348], [1.393, -1.782, 1.466], [2.851, 1.504, 2.179], [1.689, 0.182, 2.357], [1.126, 1.859, 2.406], [-1.046, 4.421, -3.062], [-0.888, 3.331, -4.454], [0.382, 3.385, -3.218], [-3.287, 3.401, -2.527], [-3.416, 1.656, -2.225], [-3.150, 2.254, -3.873], [0.181, 0.875, -2.743], [-0.978, 0.835, -4.081], [-1.446, 0.180, -2.517], [-3.241, 3.607, 0.211], [-3.740, 4.581, 1.603], [-3.595, 2.818, 1.755], [-1.101, 4.938, -0.057], [-0.041, 5.194, 1.341], [-1.623, 5.990, 1.278], [-2.033, 3.126, 3.711], [-2.135, 4.894, 3.575], [-0.556, 4.085, 3.527], [-1.510, -2.024, 2.879], [-0.510, -1.878, 1.783], [0.742, -2.033, 2.181], [-1.014, -2.184, 3.836], [-2.143, -2.882, 2.652], [-2.140, -1.132, 2.918], [-2.798, -2.024, -1.884], [-2.480, -2.718, -0.680], [-2.176, -3.975, -1.094], [-3.408, -2.767, -0.104]], "forces_ev_per_angstrom": [[0.1, 0.2, 0.0], [-0.4, 0.0, 0.2], [0.1, 0.9, 0.0], [0.6, -0.5, -0.5], [-0.5, -0.7, 0.2], [0.2, 0.3, 0.0], [-0.3, 0.0, -0.1], [0.1, 0.4, -0.2], [-0.5, -0.6, 0.2], [0.3, 0.5, -0.1], [0.1, 0.1, -0.1], [0.8, 0.1, -0.1], [-0.3, 0.3, 0.1], [-0.2, -0.4, -0.1], [0.3, -0.1, 0.7], [-0.1, 0.0, -0.3], [-0.1, 0.0, -0.3], [0.0, 0.0, 0.0], [-0.1, 0.0, 0.0], [0.0, 0.0, 0.0], [-0.1, 0.0, 0.0], [0.0, 0.0, 0.0], [0.0, -0.1, 0.0], [0.1, 0.0, 0.0], [-0.2, -0.2, 0.0], [0.1, 0.0, 0.0], [0.0, 0.1, -0.1], [0.0, 0.0, 0.0], [0.0, 0.0, 0.0], [0.0, 0.0, 0.0], [0.0, 0.0, 0.0], [0.0, 0.0, 0.0], [0.0, 0.0, 0.0], [0.0, 0.0, 0.0], [0.0, 0.0, 0.0], [0.0, 0.0, 0.0], [0.0, 0.0, 0.0], [0.0, 0.0, 0.0], [0.0, 0.0, 0.0], [0.0, 0.0, 0.0], [0.0, 0.0, 0.0], [-0.6, -0.3, 0.4], [0.0, 0.0, 0.0], [0.0, 0.1, 0.0], [0.0, 0.0, 0.0], [0.0, 0.0, 0.0], [0.0, 0.0, 0.0], [0.0, 0.0, 0.0], [0.0, 0.0, 0.0], [0.0, 0.0, 0.0], [0.0, 0.0, 0.0], [0.0, 0.0, 0.0], [0.0, 0.0, 0.0], [0.0, 0.0, 0.0], [0.0, 0.0, 0.0], [0.0, 0.0, 0.0], [0.0, 0.0, 0.0], [0.0, 0.0, 0.0], [0.0, 0.0, 0.0], [0.0, 0.0, 0.0], [0.0, 0.0, 0.0], [0.0, 0.0, 0.0], [0.0, 0.0, 0.0], [0.0, -0.1, 0.0], [0.0, 0.0, -0.2], [0.3, 0.2, -0.1], [0.0, 0.0, 0.0], [0.0, 0.0, 0.0], [0.0, 0.0, 0.0], [0.0, 0.0, 0.0], [-0.1, -0.3, 0.1], [0.0, 0.2, 0.0], [0.0, 0.0, 0.0]], "mulliken_spin": [1.76, 0.03, 0.00, 0.00, 0.00, 0.28, -0.09, 0.36, -0.03, -0.03, 0.09, 0.12, 0.14, 0.16, 0.00, 0.00, -0.01, 0.04, 0.05, 0.00, 0.00, 0.00, -0.01, 0.04, 0.06, 0.03, 0.00, 0.00, 0.00, 0.00, 0.01, -0.01, 0.00, 0.00, 0.00, 0.00, 0.00, 0.00, 0.00, 0.00, 0.00, -0.01, 0.00, 0.00, 0.00, 0.00, 0.00, 0.00, 0.00, 0.00, 0.00, -0.01, 0.00, 0.01, 0.00, 0.00, 0.00, 0.00, 0.00, 0.00, 0.00, 0.00, 0.00, 0.00, 0.04, -0.01, 0.00, -0.01, 0.01, 0.01, -0.05, 0.01, 0.00]}

***

No. 3
{"formula": "C22H33FN4O7PS", "method": "ωB97M-V/def2-TZVPD", "charge": 1, "e_homo_ev": -10.93, "symbols": ["C", "C", "C", "C", "C", "C", "C", "N", "C", "N", "C", "S", "C", "N", "C", "C", "O", "O", "P", "C", "O", "C", "C", "O", "N", "C", "O", "F", "H", "H", "H", "H", "H", "H", "H", "H", "H", "H", "H", "H", "H", "H", "H", "H", "H", "H", "H", "H", "H", "C", "C", "O", "C", "H", "H", "H", "H", "H", "H", "C", "C", "O", "C", "H", "H", "H", "H", "H", "H"], "xyz": [[6.078, 0.030, -1.787], [4.618, 0.765, -1.446], [4.565, 2.294, -2.047], [3.209, 3.142, -1.556], [1.981, 2.598, -2.501], [0.489, 2.677, -1.763], [-0.154, 1.144, -1.927], [-0.687, 0.815, -3.331], [-1.297, -0.529, -3.671], [-1.821, -0.796, -5.093], [-3.209, -0.738, -5.103], [-4.906, -0.644, -5.290], [-1.379, -1.717, -2.497], [-1.967, -3.044, -2.948], [-0.819, -1.445, -0.945], [-0.873, -2.581, 0.235], [-1.708, -3.642, 0.056], [-0.133, -2.559, 1.510], [1.503, -3.129, 1.332], [1.668, -4.466, -0.036], [2.516, -1.801, 0.749], [-0.208, 0.067, -0.665], [0.363, 0.610, 0.778], [1.628, 1.104, 0.871], [-0.587, 0.584, 1.967], [-1.523, 1.810, 1.932], [-2.209, 2.097, 3.062], [-1.692, 2.605, 0.691], [5.962, -1.110, -2.050], [6.664, 0.564, -2.650], [6.716, 0.061, -0.780], [3.807, 0.121, -2.039], [4.326, 0.682, -0.309], [4.426, 2.178, -3.226], [5.544, 2.918, -1.892], [3.016, 3.056, -0.399], [3.394, 4.273, -1.870], [2.009, 3.160, -3.536], [2.223, 1.459, -2.753], [-0.163, 3.380, -2.451], [0.546, 3.035, -0.650], [-0.665, 1.532, -4.113], [-2.784, -3.336, -2.367], [-1.235, -3.785, -3.020], [1.446, -4.067, -1.118], [1.080, -5.473, 0.220], [2.817, -4.786, -0.039], [2.795, -1.980, -0.196], [-1.258, -0.219, 1.780], [0.121, -0.685, 5.009], [0.169, -0.066, 6.381], [1.125, -0.254, 7.132], [-0.996, 0.791, 6.797], [1.028, -1.276, 4.845], [-0.746, -1.345, 4.930], [0.073, 0.100, 4.249], [-1.913, 0.196, 6.797], [-1.094, 1.641, 6.117], [-0.824, 1.170, 7.810], [-5.496, -0.903, -0.078], [-4.551, 0.264, 0.024], [-3.435, 0.230, -0.492], [-5.024, 1.475, 0.783], [-5.021, -1.705, -0.653], [-5.730, -1.280, 0.920], [-6.410, -0.597, -0.594], [-5.237, 1.204, 1.820], [-5.916, 1.887, 0.306], [-4.238, 2.238, 0.775]], "forces_ev_per_angstrom": [[0.0, 0.0, 1.3], [0.0, -0.6, -1.1], [-0.9, -0.1, -0.5], [0.8, 0.2, -1.2], [0.7, -0.8, 0.4], [-0.1, -1.1, -1.8], [-0.8, -1.5, 0.7], [-0.5, -3.4, 2.9], [0.4, -0.6, 2.9], [-5.8, 1.4, 3.6], [1.2, 0.1, -0.5], [6.4, -0.4, 0.7], [0.8, 1.3, 0.5], [1.1, 2.5, 1.0], [0.7, 3.5, -2.3], [-4.5, -5.6, -0.3], [5.4, 7.1, 0.8], [-0.8, 0.7, -5.3], [2.4, 0.3, 1.0], [0.4, -0.5, -1.2], [-1.8, -2.6, -1.3], [-1.0, -0.8, -3.6], [5.9, 2.3, -0.5], [-9.1, -3.2, -0.6], [-1.1, 2.0, -3.7], [-3.8, 1.3, 6.2], [4.9, -1.8, -8.9], [1.0, -2.6, 3.8], [0.1, 2.3, 0.4], [-1.2, -1.0, 1.7], [-1.2, 0.0, -2.4], [1.5, 1.5, 1.3], [0.8, 0.4, -2.2], [0.5, 0.3, 2.4], [-1.9, -1.4, 0.0], [0.3, 0.1, -2.4], [-0.4, -2.3, 1.0], [-0.3, -1.0, 2.2], [-0.6, 2.4, 0.6], [1.0, -1.4, 1.8], [-0.3, -0.9, -2.3], [0.1, -1.1, 1.5], [1.4, 0.4, -0.4], [-1.0, 0.9, 0.3], [0.2, -1.0, 1.9], [1.0, 2.5, -0.5], [-2.4, 0.9, 0.3], [-0.4, 0.5, 1.4], [0.9, 1.0, 0.6], [0.5, -0.2, 0.0], [1.4, -0.3, 1.2], [-1.3, 0.2, -1.1], [0.2, 0.1, 0.4], [-0.2, 0.1, 0.1], [-0.1, 0.2, -0.1], [-0.2, -0.1, 0.1], [0.0, 0.1, -0.2], [-0.2, -0.1, -0.1], [0.0, -0.1, -0.2], [0.4, -0.2, -0.3], [0.7, 0.1, -0.3], [-0.8, -0.1, 0.5], [0.5, 0.2, -0.1], [-0.1, 0.2, 0.1], [-0.2, 0.1, -0.1], [-0.1, 0.0, 0.2], [-0.2, 0.0, -0.1], [-0.1, -0.1, 0.2], [-0.2, -0.2, 0.0]], "lowdin_charge": [-0.14, -0.26, -0.22, -0.19, -0.20, -0.11, 0.01, 0.13, -0.07, 0.04, -0.54, 0.72, -0.05, 0.04, 0.09, -0.29, 0.00, -0.33, 0.96, -0.29, -0.35, 0.06, -0.23, 0.02, 0.13, -0.17, 0.04, 0.00, 0.07, 0.08, 0.09, 0.09, 0.11, 0.12, 0.12, 0.11, 0.12, 0.13, 0.10, 0.13, 0.12, 0.17, 0.09, 0.10, 0.05, 0.09, 0.08, 0.06, 0.14, -0.03, -0.49, 0.06, -0.02, 0.08, 0.09, 0.05, 0.09, 0.08, 0.09, -0.01, -0.47, 0.02, -0.01, 0.08, 0.10, 0.09, 0.10, 0.10, 0.07]}